1.
91
Properties=species:S:1:pos:R:3:mulliken_charge:R:1 method="wB97M-V/def2-TZVPD" charge=+3 fmax_ev_per_a=1.302 spin_multiplicity=5 homo_lumo_gap_ev="8.11 / 5.39" total_energy_ev=-76958.6647
Pd 0.286 -0.237 -0.193 0.75
C -2.655 0.885 2.665 -1.20
C -3.740 -0.058 2.132 -0.22
C -4.064 0.134 0.649 -1.40
Sb -2.397 0.154 -0.714 1.41
C -2.176 -1.880 -1.243 0.96
C -1.084 -2.230 -2.046 -0.13
C -0.937 -3.544 -2.486 -0.92
C -1.893 -4.492 -2.153 -0.63
C -2.986 -4.140 -1.364 -0.82
C -3.120 -2.843 -0.892 -0.92
C -3.255 0.866 -2.508 0.69
C -3.597 2.217 -2.605 -0.78
C -4.299 2.654 -3.720 -0.62
C -4.632 1.753 -4.726 -0.61
C -4.271 0.413 -4.624 -0.80
C -3.566 -0.044 -3.516 -0.18
Sb -0.568 0.262 2.640 1.49
C -0.291 -0.510 4.593 1.10
C 0.942 -1.106 4.880 -0.46
C 1.122 -1.717 6.109 -0.81
C 0.088 -1.716 7.043 -0.58
C -1.127 -1.105 6.756 -0.82
C -1.320 -0.472 5.535 -0.61
C -0.075 -1.667 1.700 0.62
C 1.185 -1.977 1.145 0.62
C 1.457 -3.285 0.737 -1.28
C 0.513 -4.279 0.911 -0.79
C -0.707 -3.986 1.520 -0.74
C -1.012 -2.690 1.896 -1.14
H -2.760 1.096 3.727 0.66
H -2.669 1.840 2.140 0.46
H -4.653 0.176 2.688 0.55
H -3.520 -1.100 2.358 0.02
H -4.539 1.101 0.476 0.52
H -4.728 -0.639 0.265 0.67
H -0.404 -1.479 -2.416 0.27
H -0.098 -3.815 -3.116 0.50
H -1.800 -5.506 -2.525 0.46
H -3.742 -4.879 -1.126 0.47
H -3.975 -2.592 -0.276 0.30
H -3.331 2.927 -1.829 0.43
H -4.586 3.695 -3.801 0.45
H -5.169 2.099 -5.600 0.45
H -4.545 -0.286 -5.405 0.45
H -3.294 -1.089 -3.445 0.47
H 1.754 -1.114 4.163 0.34
H 2.071 -2.185 6.336 0.48
H 0.237 -2.181 8.009 0.42
H -1.927 -1.106 7.485 0.43
H -2.267 0.016 5.344 0.34
H 2.023 -1.299 1.170 0.60
H 2.435 -3.516 0.332 0.58
H 0.738 -5.296 0.607 0.48
H -1.425 -4.775 1.710 0.48
H -1.954 -2.499 2.395 0.41
O 4.302 -0.396 6.023 -0.43
C 5.206 0.514 5.404 -0.53
N 4.438 1.255 4.429 -0.12
C 4.632 1.134 3.092 0.01
O 5.510 0.501 2.548 -0.59
C 3.596 1.804 2.216 -0.57
C 3.750 3.049 1.624 -0.09
C 2.790 3.481 0.719 -1.16
C 1.737 2.647 0.394 -0.75
N 1.590 1.443 0.960 0.36
C 2.491 1.051 1.871 0.65
H 4.708 -0.735 6.828 0.29
H 5.998 0.007 4.869 0.39
H 5.636 1.200 6.129 0.38
H 3.667 1.800 4.776 0.25
H 4.603 3.672 1.867 0.58
H 2.864 4.455 0.252 0.48
H 0.998 2.937 -0.337 0.77
H 2.341 0.095 2.357 0.09
F 1.505 3.649 -8.770 -0.22
C 2.528 3.059 -8.153 0.80
F 3.564 3.888 -8.125 -0.25
F 2.862 1.955 -8.822 -0.22
C 2.103 2.661 -6.747 0.32
C 2.835 3.100 -5.634 -0.57
C 2.465 2.685 -4.387 -0.73
C 1.352 1.801 -4.233 0.63
C 0.586 1.411 -5.382 -0.45
C 0.968 1.834 -6.619 -0.88
C 1.051 1.264 -3.000 0.95
C 0.793 0.750 -1.897 -1.28
H 3.685 3.753 -5.772 0.53
H 3.018 3.005 -3.513 0.51
H -0.282 0.777 -5.253 0.52
H 0.417 1.539 -7.503 0.44

***

2.
104
Properties=species:S:1:pos:R:3:mulliken_charge:R:1 method="wB97M-V/def2-TZVPD" charge=+2 fmax_ev_per_a=1.289 spin_multiplicity=5 homo_lumo_gap_ev="4.75 / 5.06" total_energy_ev=-85608.6621
Pd -0.235 -0.116 -0.174 -0.28
Cl -1.229 4.218 5.738 -0.12
C -1.041 2.933 4.640 0.02
C -1.511 1.645 4.986 -0.66
C -1.365 0.628 4.099 -0.83
C -0.765 0.820 2.805 0.64
O -0.646 -0.159 2.041 -0.01
C -0.284 2.154 2.463 1.42
C 0.332 2.556 1.228 -1.60
N 0.365 2.001 0.051 2.12
C 0.811 2.789 -1.008 0.25
C 0.668 4.200 -0.921 -1.02
C 1.243 5.053 -1.830 -1.38
C 2.060 4.539 -2.818 -0.86
C 2.212 3.149 -2.968 0.82
C 3.131 2.646 -3.920 -1.05
C 3.285 1.274 -4.053 -1.18
C 2.459 0.441 -3.357 -0.16
N 1.491 0.891 -2.454 0.57
C 1.470 2.247 -2.142 -0.37
C -0.424 3.159 3.415 -1.48
H -1.965 1.480 5.954 0.49
H -1.688 -0.375 4.343 0.56
H 0.803 3.533 1.300 0.77
H 0.059 4.620 -0.134 0.48
H 1.074 6.118 -1.753 0.44
H 2.591 5.190 -3.498 0.46
H 3.716 3.346 -4.499 0.45
H 4.015 0.843 -4.723 0.49
H 2.480 -0.614 -3.562 0.44
H -0.059 4.156 3.199 0.53
C -2.535 3.605 -0.469 -1.71
C -3.496 2.419 -0.554 2.14
C -4.210 2.286 0.795 -1.95
C -4.492 2.680 -1.685 -1.85
P -2.483 0.858 -0.892 0.94
C -1.985 1.082 -2.700 -1.98
N -0.935 0.144 -3.024 0.28
B 0.341 -0.085 -2.255 1.13
N 0.676 -1.501 -2.585 0.55
C 1.609 -2.327 -1.850 -1.60
P 1.197 -2.133 -0.030 0.86
C 2.831 -1.646 0.782 2.19
C 3.928 -2.692 0.594 -1.85
C 3.255 -0.321 0.134 -2.11
C 2.596 -1.382 2.277 -1.55
C 0.671 -3.884 0.472 2.09
C 1.515 -4.968 -0.208 -1.85
C 0.746 -4.009 1.997 -1.86
C -0.789 -4.042 0.041 -1.62
C -0.173 -1.949 -3.538 1.02
C -0.213 -3.179 -4.204 -1.14
C -1.189 -3.368 -5.153 -0.83
C -2.133 -2.360 -5.452 -0.75
C -2.124 -1.150 -4.798 -0.93
C -1.140 -0.931 -3.828 0.33
C -3.635 -0.648 -0.714 2.53
C -3.022 -1.841 -1.449 -1.78
C -5.051 -0.459 -1.256 -2.16
C -3.669 -0.998 0.781 -1.70
H -3.112 4.515 -0.290 0.71
H -1.973 3.749 -1.392 0.44
H -1.843 3.483 0.361 0.05
H -4.642 3.252 1.063 0.56
H -3.513 2.002 1.588 0.31
H -5.025 1.565 0.762 0.33
H -5.104 3.540 -1.402 0.56
H -5.165 1.846 -1.865 0.30
H -3.984 2.934 -2.617 0.36
H -1.620 2.106 -2.800 0.38
H -2.844 0.953 -3.356 0.65
H 2.641 -2.014 -2.021 0.41
H 1.515 -3.362 -2.158 0.18
H 4.131 -2.896 -0.459 0.32
H 3.683 -3.627 1.097 0.38
H 4.851 -2.317 1.041 0.51
H 3.430 -0.405 -0.939 0.40
H 4.190 0.011 0.590 0.75
H 2.506 0.453 0.309 0.19
H 2.563 -2.301 2.856 0.37
H 1.672 -0.826 2.442 0.04
H 3.420 -0.780 2.665 0.51
H 2.578 -4.732 -0.243 0.34
H 1.166 -5.171 -1.221 0.44
H 1.401 -5.896 0.355 0.49
H 1.767 -4.155 2.346 0.33
H 0.169 -4.880 2.313 0.56
H 0.319 -3.132 2.488 0.28
H -0.907 -3.912 -1.037 0.20
H -1.429 -3.330 0.565 0.12
H -1.127 -5.051 0.289 0.69
H 0.523 -3.950 -4.019 0.57
H -1.226 -4.303 -5.695 0.47
H -2.874 -2.539 -6.219 0.46
H -2.850 -0.389 -5.048 0.56
H -3.227 -1.803 -2.515 0.28
H -3.467 -2.761 -1.064 0.78
H -1.944 -1.903 -1.282 -0.23
H -5.045 -0.179 -2.310 0.41
H -5.638 0.267 -0.697 0.42
H -5.569 -1.419 -1.178 0.46
H -2.668 -1.208 1.157 -0.04
H -4.280 -1.893 0.918 0.62
H -4.103 -0.209 1.392 0.29

***

3.
19
Properties=species:S:1:pos:R:3:mulliken_charge:R:1 method="wB97M-V/def2-TZVPD" charge=+1 fmax_ev_per_a=4.724 spin_multiplicity=1 smiles="C/N=[N+](/C)N(C)C" homo_lumo_gap_ev=9.24 total_energy_ev=-8801.9447
C -2.173 0.738 -0.788 -0.56
N -1.737 -0.434 -0.057 -0.59
N -0.576 -0.688 0.154 0.82
C -0.144 -1.938 0.654 -0.83
N 0.491 0.493 -0.234 -0.08
C 1.616 -0.009 -0.961 -1.12
C 0.813 1.269 0.971 -0.94
H -3.196 0.558 -1.108 0.28
H -1.399 0.738 -1.543 0.35
H -1.958 1.569 -0.157 0.29
H -0.825 -2.656 0.239 0.32
H -0.303 -2.049 1.660 0.39
H 0.856 -2.004 0.538 0.39
H 1.353 -0.849 -1.606 0.34
H 2.021 0.852 -1.477 0.36
H 2.258 -0.291 -0.239 0.51
H -0.006 1.609 1.478 0.41
H 1.516 0.805 1.753 0.33
H 1.394 2.284 0.724 0.34

***

4.
13
Properties=species:S:1:pos:R:3:mulliken_charge:R:1 method="wB97M-V/def2-TZVPD" fmax_ev_per_a=4.812 spin_multiplicity=1 homo_lumo_gap_ev=7.77 total_energy_ev=-16962.5349
C -0.804 -1.797 -0.195 -0.06
C 0.189 0.497 -2.130 -0.10
C -0.762 0.647 1.088 -0.12
N -0.397 -2.224 0.976 -0.57
N 0.992 1.235 -1.626 -0.36
N -0.936 1.915 0.954 -0.52
P -1.626 -0.164 -0.382 -0.09
H -0.775 -2.274 -1.133 0.37
H -0.274 -0.076 -3.016 0.30
H -0.303 0.083 1.872 0.44
H -0.055 -3.196 0.742 0.24
H 1.800 1.595 -2.182 0.26
H -0.527 2.501 1.735 0.22

***

5.
12
Properties=species:S:1:pos:R:3:mulliken_charge:R:1 method="wB97M-V/def2-TZVPD" fmax_ev_per_a=1.073 spin_multiplicity=1 smiles="[H]/N=C(/N)OOC" homo_lumo_gap_ev=10.26 total_energy_ev=-9243.6799
H 0.181 -2.159 -1.858 0.25
N -0.677 -1.649 -1.690 -0.72
C -0.527 -0.599 -1.015 0.59
N -1.566 0.179 -0.616 -0.41
O 0.730 -0.231 -0.604 -0.20
O 0.809 0.956 0.186 -0.28
C 1.144 0.632 1.513 -0.46
H -1.347 1.137 -0.389 0.22
H -2.435 0.000 -1.088 0.27
H 2.102 0.110 1.563 0.24
H 1.221 1.599 2.009 0.25
H 0.365 0.027 1.988 0.25

***

6.
11
Properties=species:S:1:pos:R:3:mulliken_charge:R:1 method="wB97M-V/def2-TZVPD" fmax_ev_per_a=2.607 spin_multiplicity=1 homo_lumo_gap_ev=9.27 total_energy_ev=-28834.0180
S 3.166 -0.831 0.017 -0.32
C 1.855 0.047 -0.348 -0.11
N 0.852 0.311 0.522 -0.04
O 0.002 1.295 0.215 -0.22
C -1.304 0.906 -0.102 0.13
N -1.871 -0.217 -0.157 -0.34
S -1.148 -1.717 0.113 -0.07
H 1.628 0.579 -1.275 0.31
H 0.997 0.224 1.502 0.15
H -1.894 1.786 -0.367 0.36
H -2.283 -2.383 -0.119 0.15

***

7.
34
Properties=species:S:1:pos:R:3:mulliken_charge:R:1 method="wB97M-V/def2-TZVPD" charge=+3 fmax_ev_per_a=0.664 spin_multiplicity=5 homo_lumo_gap_ev="8.79 / 5.36" total_energy_ev=-75806.8392
Pd -0.534 -1.271 -0.575 -0.01
Cl -3.728 4.930 -1.901 -0.02
C -2.815 3.690 -1.267 0.49
C -2.799 2.437 -1.957 -0.80
C -2.051 1.440 -1.437 0.72
Cl -1.986 -0.112 -2.255 -0.10
C -1.268 1.584 -0.245 0.53
O -0.539 0.653 0.239 -0.72
C -1.330 2.868 0.421 0.33
Cl -0.427 3.049 1.846 -0.08
C -2.082 3.889 -0.082 -0.64
H -3.376 2.315 -2.865 0.51
H -2.121 4.845 0.423 0.51
C -3.098 -4.010 0.356 -0.98
Te -2.128 -2.438 1.368 0.76
C -1.099 -3.611 2.776 -0.96
H -2.352 -4.751 0.073 0.38
H -3.609 -3.593 -0.507 0.35
H -3.815 -4.441 1.055 0.37
H -1.847 -3.971 3.484 0.38
H -0.372 -2.976 3.274 0.35
H -0.636 -4.441 2.246 0.37
S 1.687 -1.902 -0.949 -0.05
C 2.790 -0.563 -0.609 0.62
N 4.063 -0.695 -0.890 -0.13
C 4.824 0.527 -0.524 -0.44
C 3.727 1.413 0.122 -0.50
N 2.498 0.596 -0.069 0.13
H 4.466 -1.514 -1.324 0.23
H 5.247 0.963 -1.426 0.32
H 5.628 0.273 0.161 0.32
H 3.620 2.372 -0.376 0.35
H 3.889 1.574 1.185 0.33
H 1.571 0.871 0.227 0.06

***

8.
75
Properties=species:S:1:pos:R:3:mulliken_charge:R:1 method="wB97M-V/def2-TZVPD" charge=+1 fmax_ev_per_a=2.351 spin_multiplicity=3 homo_lumo_gap_ev="6.20 / 6.20" total_energy_ev=-109367.2323
V -0.986 0.607 0.487 0.13
I 3.184 -3.585 5.421 0.11
C 2.224 -2.250 4.156 -0.52
C 0.997 -2.590 3.603 -0.50
C 0.388 -1.677 2.759 1.03
I -1.459 -2.090 1.903 0.19
C 0.976 -0.456 2.451 -0.23
O 0.401 0.421 1.617 0.20
C 2.213 -0.113 3.009 0.81
C 2.861 1.222 2.729 -2.01
N 3.222 1.468 1.343 0.11
C 4.428 0.789 0.878 -1.17
C 4.178 -0.332 -0.104 0.71
C 4.710 -1.596 0.105 -0.58
C 4.545 -2.567 -0.870 -0.56
C 3.845 -2.241 -2.017 -0.48
C 3.324 -0.961 -2.120 -0.25
N 3.483 -0.018 -1.198 -0.27
C 2.816 -1.027 3.865 -0.79
H 0.537 -3.543 3.825 0.43
H 3.740 1.290 3.388 0.44
H 2.172 2.013 3.036 0.47
H 3.293 2.464 1.199 0.29
H 5.012 0.400 1.721 0.33
H 5.072 1.514 0.374 0.47
H 5.247 -1.811 1.020 0.36
H 4.953 -3.561 -0.732 0.42
H 3.688 -2.958 -2.811 0.46
H 2.743 -0.683 -2.994 0.40
H 3.772 -0.773 4.308 0.43
N -1.373 2.472 3.529 -0.47
N -2.502 1.648 3.798 -0.11
C -3.154 0.956 2.878 0.46
N -4.199 0.214 3.225 -0.31
N -2.703 1.199 1.607 -0.17
N -3.312 0.589 0.537 1.31
O -2.838 0.997 -0.544 -0.66
O -4.185 -0.256 0.610 -0.73
H -1.558 3.342 4.019 0.35
H -1.411 2.708 2.539 0.08
H -2.579 1.361 4.760 0.25
H -4.489 0.164 4.187 0.18
H -4.586 -0.424 2.556 0.21
C -3.794 5.027 -1.909 -1.03
C -2.709 5.415 -0.908 -0.55
C -1.623 4.395 -0.822 0.36
N -1.525 3.524 0.109 -0.85
N -0.491 2.624 -0.087 0.84
C 0.238 2.909 -1.152 0.37
N 1.343 2.249 -1.483 -0.15
S -0.369 4.253 -2.042 -0.17
H -4.597 5.763 -1.890 0.36
H -4.214 4.050 -1.669 0.27
H -3.406 4.985 -2.928 0.34
H -3.123 5.508 0.097 0.26
H -2.278 6.384 -1.171 0.34
H 1.686 1.433 -0.951 -0.20
H 1.801 2.429 -2.358 0.25
O 0.990 -1.932 -0.343 -0.54
C 0.115 -1.560 -1.087 0.73
O -0.388 -0.311 -1.048 -0.68
C -0.524 -2.425 -2.114 0.11
C -0.037 -3.718 -2.266 -0.49
C -0.593 -4.601 -3.193 -1.26
C -1.643 -4.123 -3.939 1.01
O -2.348 -4.779 -4.901 -0.49
C -3.349 -3.863 -5.361 -0.26
O -3.168 -2.630 -4.659 -0.51
C -2.132 -2.835 -3.790 0.84
C -1.599 -1.955 -2.889 -0.82
H 0.790 -4.027 -1.641 0.58
H -0.221 -5.607 -3.319 0.44
H -4.335 -4.268 -5.132 0.26
H -3.212 -3.693 -6.429 0.26
H -1.975 -0.949 -2.776 0.57